(one)
C4H13N2S | wB97M-V/def2-TZVPD

Last column: Mulliken charge in e.
Geometry (Å):
N  2.23811  -0.20994  1.40772  -0.64
C  1.27780  -0.11097  0.23221  -0.59
C  -0.15888  -0.04973  0.57070  -0.27
N  -0.26827  1.01522  1.68666  -0.32
C  -1.11205  0.28499  -0.58996  -0.90
C  -1.28373  -0.98862  -1.45617  -0.54
S  -0.94421  -0.59372  -3.29423  -0.20
H  3.08393  0.17120  1.04247  0.25
H  2.45730  -1.16141  1.58254  0.24
H  1.59195  0.74890  -0.42110  0.41
H  1.42705  -0.98951  -0.33566  0.42
H  -0.61726  -0.96603  1.11460  0.29
H  -1.10521  0.65340  2.28711  0.42
H  0.56833  1.11852  2.30086  0.37
H  -0.45958  1.99488  1.30197  0.38
H  -2.09379  0.33826  -0.27166  0.30
H  -0.72797  1.14036  -1.10348  0.56
H  -0.42089  -1.64246  -1.27300  0.29
H  -2.34199  -1.46299  -1.41180  0.39
H  -1.11063  0.70965  -3.36976  0.13

Computed properties:
**SMILES**: NC[C@@H]([NH3+])CCS
**Spin multiplicity**: 1
**Charge**: +1
**Orbital gap**: 8.76 eV
**LUMO**: -0.13015 Ha

(two)
C4H13N2S | wB97M-V/def2-TZVPD

Last column: Mulliken charge in e.
Geometry (Å):
N  -1.89091  -1.56203  0.66454  -0.63
C  -1.14621  -0.26341  0.60018  -0.58
C  0.30234  -0.46138  0.18169  -0.03
N  0.43978  -1.86447  -0.41677  -0.33
C  0.85487  0.56314  -0.80552  -0.69
C  0.54006  2.01176  -0.37467  -0.81
S  2.07351  3.03456  -0.25737  -0.17
H  -2.69375  -1.48556  0.04698  0.24
H  -2.33461  -1.62522  1.57453  0.27
H  -1.69458  0.39221  -0.07564  0.33
H  -1.22241  0.17716  1.59173  0.40
H  0.98873  -0.59424  1.02116  0.31
H  1.34443  -2.32521  -0.33338  0.36
H  -0.19257  -2.44365  0.16684  0.40
H  0.04475  -1.95094  -1.35389  0.32
H  1.90969  0.36831  -0.97513  0.44
H  0.25560  0.43058  -1.71103  0.37
H  0.03463  2.51380  -1.19005  0.30
H  0.11116  2.10905  0.58069  0.38
H  2.27550  2.97554  1.06510  0.14

Computed properties:
**SMILES**: NC[C@@H]([NH3+])CCS
**Spin multiplicity**: 1
**Charge**: +1
**Orbital gap**: 8.89 eV
**LUMO**: -0.12225 Ha

Which is the most stable structure? (two) is the most stable.

(one)
C4H13N2S | wB97M-V/def2-TZVPD

Last column: Mulliken charge in e.
Geometry (Å):
C  -0.57903  2.57637  1.72848  -0.89
N  -1.34196  1.35773  1.41481  -0.32
C  -0.56625  0.13640  1.42074  -1.02
C  0.27571  0.12085  0.15196  0.21
N  1.51229  -0.72057  0.42709  -0.38
C  -0.49920  -0.36762  -1.07659  -0.69
S  0.43821  -1.58480  -2.07238  -0.28
H  0.29293  2.34758  2.36193  0.30
H  -1.19537  3.21359  2.36540  0.35
H  -0.29417  3.10773  0.82595  0.26
H  -2.12249  1.26325  2.04434  0.29
H  -1.28036  -0.68729  1.44536  0.43
H  0.06521  0.08240  2.32160  0.39
H  0.65249  1.12724  0.00163  0.31
H  2.15686  -0.75151  -0.36358  0.34
H  1.23619  -1.68137  0.63594  0.33
H  1.97987  -0.33803  1.24705  0.40
H  -1.42713  -0.80211  -0.74893  0.39
H  -0.75196  0.48087  -1.71177  0.38
H  -0.61183  -2.04843  -2.75929  0.20

Computed properties:
**SMILES**: CNC[C@@H]([NH3+])CS
**Spin multiplicity**: 1
**Charge**: +1
**Orbital gap**: 9.54 eV
**LUMO**: -0.12755 Ha

(two)
C4H13N2S | wB97M-V/def2-TZVPD

Last column: Mulliken charge in e.
Geometry (Å):
C  1.39856  1.39816  -0.95393  -1.54
C  1.40984  0.43405  0.25087  -0.15
S  2.62936  -0.92445  -0.11689  -0.16
C  -0.11836  -0.23596  0.59830  -0.21
N  -1.16113  0.75446  1.04562  -0.15
C  -0.82484  -0.81772  -0.66540  -0.76
N  -2.07535  -1.31635  -0.12689  -0.52
H  1.10386  2.33818  -0.65863  0.41
H  0.85202  1.06464  -1.78399  0.41
H  2.33021  1.48221  -1.47128  0.46
H  1.71743  0.61210  1.27308  0.40
H  2.95704  -1.22523  1.22697  0.17
H  -0.07953  -1.09415  1.32915  0.37
H  -1.14882  0.84186  2.01475  0.32
H  -0.99604  1.62897  0.60643  0.32
H  -2.04005  0.18737  0.73642  0.43
H  -0.07369  -1.40446  -1.26777  0.34
H  -1.00938  -0.03166  -1.45177  0.38
H  -2.83388  -1.41693  -0.80489  0.24
H  -2.03727  -2.27508  0.21983  0.23

Computed properties:
**SMILES**: C[C@H](S)[C@@H]([NH3+])CN
**Spin multiplicity**: 1
**Charge**: +1
**Orbital gap**: 9.64 eV
**LUMO**: -0.11336 Ha

(three)
C4H13N2S | wB97M-V/def2-TZVPD

Last column: Mulliken charge in e.
Geometry (Å):
C  1.61575  -2.58440  -0.65799  -0.72
N  1.67414  1.07991  -1.00163  -0.28
C  1.30223  -0.15766  -0.77039  0.68
N  2.04293  -1.20711  -0.94205  -0.19
H  2.00737  -3.23287  -1.43823  0.31
H  0.52850  -2.62326  -0.63387  0.30
H  2.01236  -2.89942  0.30715  0.31
H  2.59497  1.32458  -1.32734  0.22
H  1.06891  1.81497  -0.66025  0.21
H  0.28703  -0.32083  -0.41849  -0.12
H  3.00890  -1.08033  -1.21217  0.23
C  -2.25050  2.44505  0.84618  -0.81
S  -0.89248  1.34843  1.34445  -0.12
C  -1.73175  -0.23396  1.08610  -0.95
H  -3.03859  2.38916  1.58793  0.32
H  -2.63262  2.15591  -0.12246  0.27
H  -1.87436  3.46174  0.82950  0.34
H  -1.09141  -1.04100  1.45823  0.31
H  -2.63574  -0.24883  1.68660  0.36
H  -1.99566  -0.39010  0.03874  0.33

Computed properties:
**Spin multiplicity**: 1
**Charge**: +1
**Orbital gap**: 9.00 eV
**LUMO**: -0.11683 Ha

Which is the most stable structure? (three) is the most stable.